Entry 1:
C18H19N5O3 | ωB97M-V with the def2-TZVPD basis set

Values from the calculation:
Largest force on an atom (Eh/bohr): 0.0334
Energy relative to the best compared isomer or geometry (same formula, charge and spin) (kcal per mole): 71.2
E_HOMO (eV): -8.868
Spin multiplicity: 1
Calculated total energy (Ha): -1196.771836

Structure (XYZ):
```
45
Properties=species:S:1:pos:R:3:forces:R:3:nbo_charge:R:1
C -3.518607 -2.354922 1.692728 -0.015 -0.013 0.016 -0.646
C -2.529592 -1.888347 0.674612 0.115 -0.058 0.043 0.249
C -2.795091 -0.724851 -0.084079 0.289 0.139 -0.374 -0.249
C -1.890496 -0.291776 -1.014004 -0.371 -0.038 0.174 0.049
C -2.086191 1.028832 -1.717618 -0.098 -0.068 0.013 -0.257
N -1.113314 1.963420 -1.175810 0.223 -0.192 -0.551 -0.621
C -1.412796 2.796225 -0.155798 0.598 0.268 0.158 0.678
O -2.523564 3.177186 0.117478 -0.345 0.086 0.189 -0.593
C -0.163034 3.253077 0.633618 -0.634 0.189 0.033 -0.313
N 0.697952 2.131848 0.882461 0.940 -0.261 -0.263 -0.160
N 0.322072 1.230939 1.803531 -0.579 -0.278 0.604 -0.274
C 1.175951 0.236073 1.755012 0.424 0.104 -0.449 0.199
C 1.073296 -0.937668 2.646082 -0.059 -0.113 0.148 -0.645
C 2.142933 0.501756 0.741529 -1.309 1.055 0.362 -0.071
N 3.206223 -0.327927 0.360122 0.460 -0.235 -0.193 0.529
O 3.390881 -1.347111 0.996883 0.045 -0.144 0.113 -0.381
O 3.885545 0.008766 -0.597574 0.231 -0.042 -0.185 -0.416
C 1.788252 1.742722 0.198161 0.432 -0.413 0.082 0.214
C 2.439871 2.565959 -0.849897 0.114 0.067 -0.116 -0.679
C -0.694397 -1.039839 -1.198698 -0.005 -0.417 0.296 -0.141
C 0.320838 -0.714627 -2.122395 0.084 -0.019 -0.086 -0.215
C 1.463321 -1.464666 -2.202503 -0.053 0.214 -0.153 -0.211
C 1.644651 -2.580506 -1.372665 -0.077 -0.136 0.129 -0.193
C 0.673447 -2.937623 -0.479887 0.110 0.042 -0.166 -0.215
C -0.512537 -2.182222 -0.370147 0.177 0.521 -0.529 0.233
N -1.426941 -2.571680 0.540100 -0.269 -0.393 0.453 -0.452
H -4.469978 -2.582488 1.214437 -0.115 -0.014 0.022 0.222
H -3.142141 -3.244443 2.188300 -0.003 -0.027 0.024 0.236
H -3.690870 -1.573647 2.431046 -0.077 0.042 0.086 0.225
H -3.704030 -0.170974 0.096361 -0.102 0.097 0.007 0.221
H -1.943539 0.942210 -2.797986 -0.094 0.017 0.085 0.210
H -3.078193 1.433955 -1.514088 0.093 -0.063 -0.098 0.245
H -0.158584 1.644730 -1.262323 -0.103 0.084 0.198 0.400
H -0.511479 3.650274 1.588879 0.073 -0.031 -0.166 0.257
H 0.371651 4.029424 0.084612 0.001 -0.078 0.044 0.233
H 0.889939 -1.835724 2.058550 -0.004 -0.055 0.053 0.245
H 0.255733 -0.786929 3.344291 -0.065 -0.012 0.057 0.231
H 2.008017 -1.085029 3.183375 -0.022 -0.036 0.054 0.238
H 3.225346 1.983121 -1.323459 -0.100 0.095 0.010 0.278
H 2.889422 3.452395 -0.400674 0.008 0.072 -0.023 0.238
H 1.730255 2.894597 -1.608277 -0.047 0.053 -0.069 0.222
H 0.191301 0.122021 -2.794962 0.000 0.103 -0.081 0.203
H 2.237427 -1.196871 -2.905912 0.045 0.032 -0.069 0.223
H 2.557369 -3.151483 -1.444320 0.086 -0.058 0.022 0.226
H 0.783701 -3.798159 0.160905 0.000 -0.087 0.097 0.230
```
Forces are in eV/Å.

Entry 2:
C29H41F3N4O11S2 | ωB97M-V with the def2-TZVPD basis set

Values from the calculation:
Largest force on an atom (Eh/bohr): 0.0887
E_HOMO (eV): -8.179
Spin multiplicity: 1
Calculated total energy (Ha): -3272.218077

Structure (XYZ):
```
90
Properties=species:S:1:pos:R:3:forces:R:3:mulliken_charge:R:1
C 4.609103 2.631010 -4.057416 0.322 -0.241 -0.887 -1.161
S 3.296325 1.496117 -3.548240 -0.594 0.758 0.019 0.769
O 3.159143 1.815935 -2.081120 -0.272 -0.111 -0.642 -0.826
C 1.967321 2.513426 -4.328336 1.141 -1.710 -0.052 -1.205
H 4.517507 3.340667 -3.268038 0.136 0.860 0.493 0.366
H 4.430565 3.105348 -5.038007 -0.020 -0.351 0.415 0.405
H 5.609997 2.184794 -4.048463 -0.445 -0.208 0.082 0.333
H 0.988676 2.198008 -4.036423 -0.483 -0.535 0.012 0.209
H 2.175163 2.498288 -5.379861 -0.346 -0.167 -0.681 0.493
H 2.136893 3.469747 -3.970498 0.282 2.020 0.788 0.447
C 0.517238 1.467207 3.346149 -1.700 -0.371 0.312 -0.276
S -0.416624 0.402521 4.541660 1.514 -0.077 0.792 0.453
O -1.503908 -0.394263 3.881302 0.638 0.181 -0.273 -0.697
C 0.983605 -0.758684 5.019555 0.246 1.267 -1.245 -0.892
H -0.317759 2.132818 3.114336 0.365 0.468 -0.182 0.328
H 0.778900 0.985798 2.411035 0.296 -0.293 0.242 -0.350
H 1.318086 1.996592 3.869846 -0.127 -0.264 -0.145 0.501
H 1.900549 -0.233632 5.390631 -1.145 -0.117 0.002 0.372
H 1.306017 -1.274186 4.121534 -0.198 -0.213 -0.232 0.112
H 0.568144 -1.453830 5.704646 -0.229 -0.518 0.777 0.424
C -1.191097 -0.439041 -3.343400 0.660 1.255 0.518 0.494
C -2.660157 -0.706628 -3.206899 -0.910 0.575 -0.040 0.199
O -2.783460 -1.595733 -2.130628 0.056 -0.214 0.200 -0.355
C -1.573013 -2.179312 -1.903363 -0.237 2.017 -0.668 0.541
O -1.342038 -2.987445 -1.077058 0.046 -0.845 0.400 -0.528
O -0.678238 -1.571479 -2.689316 1.746 -1.230 0.027 -0.280
F -3.120911 -1.361937 -4.304862 -0.343 -0.080 -0.647 -0.340
H -0.866856 0.459635 -2.777996 -0.508 -0.474 -0.003 -0.418
H -0.741332 -0.274339 -4.341222 -0.729 -0.827 0.251 0.327
H -3.293249 0.163480 -3.000216 0.125 -0.210 -0.163 0.292
C 0.000122 -5.715859 -0.338834 0.155 -0.239 -0.475 -0.134
C 0.615453 -5.096479 0.865246 0.842 1.176 0.809 0.462
O 1.901712 -4.621853 0.418512 -1.421 -0.085 0.293 -0.328
C 2.170332 -5.201934 -0.780353 0.736 -0.246 0.802 0.693
O 3.243005 -5.135619 -1.294485 -0.206 0.164 -0.408 -0.579
O 1.134457 -5.921907 -1.189036 -0.330 -0.047 -0.942 -0.360
F 0.852590 -6.047959 1.832325 -0.138 0.295 -0.072 -0.336
H -0.746194 -5.065003 -0.802779 0.289 -0.250 -0.036 0.105
H -0.374027 -6.697952 -0.096650 -0.390 -0.170 0.046 0.301
H 0.039732 -4.252533 1.295372 0.503 -0.554 -0.069 0.237
C 4.462138 -1.756810 -1.857306 1.426 -1.374 -0.552 0.073
C 4.231914 -2.682125 -3.075555 -1.867 -0.371 1.076 0.414
O 5.082376 -2.219302 -4.034741 0.654 0.356 -1.493 -0.338
C 5.534213 -0.981102 -3.749349 -0.006 0.488 2.368 0.496
O 6.191000 -0.242122 -4.400394 -0.145 -0.368 -0.744 -0.539
O 5.206202 -0.684338 -2.442564 -0.291 0.144 -0.825 -0.304
F 2.885750 -2.494456 -3.526692 1.334 -0.226 0.301 -0.324
H 5.137658 -2.254979 -1.141193 -0.449 0.158 -0.117 0.244
H 3.564347 -1.441791 -1.362364 -0.400 0.323 -0.006 -0.006
H 4.387455 -3.768070 -2.930784 -0.297 0.739 0.002 0.287
N 3.935982 0.633125 0.173584 -1.050 0.991 -0.275 0.266
C 2.930769 0.249120 1.032046 4.387 -0.963 0.783 0.882
C 3.627714 -0.433530 2.030654 -0.382 -0.780 0.808 -0.186
C 5.061704 -0.463608 1.705208 -2.404 0.890 -0.045 -0.835
C 5.172830 0.302578 0.562603 -0.333 -1.681 1.196 -0.713
H 3.730348 1.199600 -0.615598 -0.006 0.391 -0.944 0.344
H 1.948321 0.521418 0.836585 -1.368 0.276 -0.129 -0.791
H 3.104116 -0.886803 2.907282 0.862 0.320 -0.875 0.132
H 5.861582 -0.967259 2.190343 0.256 -0.211 0.495 0.494
H 6.042486 0.405399 -0.030093 0.444 0.522 -0.621 0.530
N -5.339715 2.697312 1.453680 -0.266 -1.322 0.057 0.063
C -5.598978 2.609578 0.086099 0.137 0.034 1.712 -0.727
C -5.000075 3.704562 -0.482361 -0.689 -0.654 -0.688 -0.529
C -4.443051 4.438186 0.555373 3.040 2.917 0.329 -0.552
C -4.572805 3.760119 1.756456 -0.264 1.049 -0.535 -0.284
H -5.564381 2.010362 2.166801 -0.360 -0.114 -0.363 0.431
H -6.256949 1.841520 -0.262796 0.020 -0.215 -0.294 0.402
H -4.967542 3.913448 -1.541385 -0.123 0.190 0.127 0.424
H -3.821069 5.394220 0.379408 -1.191 -1.711 0.519 0.312
H -4.259700 3.989260 2.786988 -0.243 -0.186 -0.852 0.399
N -2.318939 1.495519 -0.233533 2.275 0.263 0.529 0.708
C -1.646033 0.333768 0.172297 -2.032 -0.645 -0.326 -1.035
C -0.360970 0.388507 -0.285996 -0.641 -0.615 0.523 0.271
C -0.174763 1.657090 -0.850400 -0.237 0.779 -0.170 -1.492
C -1.354384 2.356529 -0.747714 -0.137 -1.154 -0.048 -0.981
H -3.197350 1.865538 0.069687 -0.566 -0.210 0.299 0.216
H -2.205655 -0.534465 0.596393 0.610 1.068 -0.339 0.299
H 0.287568 -0.466335 -0.259955 0.362 0.032 0.030 0.788
H 0.703751 1.999760 -1.336721 0.715 0.360 -0.078 0.802
H -1.549481 3.384560 -0.961199 -0.318 0.241 -0.207 0.465
N -4.430749 0.421269 4.044662 -0.161 0.561 0.612 0.387
C -5.455141 -0.004148 3.287802 -0.099 -1.126 -0.469 -0.868
C -6.607608 0.556980 3.774706 0.109 0.617 0.320 -0.334
C -6.264467 1.450349 4.841409 1.055 -0.462 -0.199 -0.456
C -4.865332 1.274982 5.001362 -1.624 0.885 -0.074 -0.390
H -3.490407 0.110066 3.966052 1.018 -0.276 -0.124 0.200
H -5.225390 -0.744482 2.522678 -0.504 0.233 0.180 0.381
H -7.596734 0.332532 3.462828 -0.563 -0.002 -0.422 0.441
H -6.989211 2.137581 5.327650 1.002 -0.759 -0.133 0.331
H -4.145113 1.717106 5.659406 -0.015 0.205 0.262 0.400
```
Forces are in eV/Å.

Entry 3:
C4H11CeClIrNO2 | ωB97M-V with the def2-TZVPD basis set

Values from the calculation:
Largest force on an atom (Eh/bohr): 0.0571
Energy relative to the best compared isomer or geometry (same formula, charge and spin) (kcal per mole): 0.0
E_HOMO (alpha / beta) (eV): -6.701 / -8.660
Spin multiplicity: 5
Calculated total energy (Ha): -1403.578234
<S²>: 6.010

Structure (XYZ):
```
21
Properties=species:S:1:pos:R:3:forces:R:3:mulliken_spin:R:1
Ir -0.791200 -0.300657 -0.586365 0.764 0.390 -1.409 1.304
Cl -3.032558 -0.314986 -1.206706 -0.098 0.148 0.175 0.099
C -1.110823 -1.765515 0.803244 -0.100 -0.805 0.325 0.144
C -0.105728 -0.164795 -2.516302 0.036 -0.229 -1.690 0.183
H -1.238345 -2.549696 0.037771 0.029 -0.202 0.568 -0.006
H -0.317261 -2.138811 1.497203 -0.440 -0.027 0.060 -0.006
H -2.095069 -1.606982 1.289316 0.733 -0.157 0.118 0.025
H 0.617699 -0.955894 -2.803659 -0.373 0.648 -0.127 0.008
H 0.328878 0.848768 -2.657729 -0.231 -0.689 -0.250 0.008
H -1.002751 -0.311805 -3.140448 0.297 0.230 0.070 0.020
Ce 0.968491 0.114443 1.470726 0.585 -0.776 0.741 1.282
C 0.078727 1.707507 -0.222049 -0.536 1.238 0.292 0.192
C 1.354705 -0.583266 -0.714960 -1.180 -1.146 -1.781 0.699
H 0.727286 2.029617 -1.074728 -0.498 -0.170 0.853 -0.009
H -0.975645 1.992616 -0.371656 0.489 0.818 -0.058 0.000
H 0.395653 2.236672 0.726975 -0.282 0.394 -0.628 0.012
H 1.888697 0.207726 -1.265903 0.224 -0.388 0.406 0.029
H 1.539949 -1.596483 -1.053042 0.734 -0.169 0.091 -0.013
O 1.555143 1.333255 4.782854 -0.771 -0.581 -1.711 0.004
N 1.260198 0.947987 3.676150 -0.857 1.141 2.569 0.004
O -0.046048 0.870298 3.329308 1.474 0.334 1.386 0.022
```
Forces are in eV/Å.